No. 1
CH3N3O | ωB97M-V/def2-TZVPD

## Properties
- SMILES string = C/N=N/N=O
- HOMO-LUMO gap (spin up / spin down) (eV) = 8.2 / 8.0
- total charge = 0
- E (eV) = -7597.4429
- F_max (eV/A) = 2.56
- energy relative to the best compared isomer or geometry (same formula, charge and spin) (kJ/mol) = 594.3
- HOMO level (spin up / spin down) (eV) = -10.1 / -9.9

Each line ends with the natural charge from an NBO analysis.
CARTESIAN COORDINATES (ANGSTROEM)
C  1.099  -0.062  -0.065  -0.49
N  -0.217  0.415  0.293  0.02
N  -1.067  -0.534  0.636  -0.13
H  1.120  -1.074  -0.476  0.21
O  -1.966  0.805  -0.660  -0.27
H  1.546  0.650  -0.759  0.24
N  -2.207  -0.147  0.173  0.17
H  1.692  -0.054  0.859  0.25

No. 2
C5H20NO6 | ωB97M-V/def2-TZVPD

## Properties
- HOMO-LUMO gap (eV) = 11.1
- total charge = +1
- E (eV) = -19277.7467
- F_max (eV/A) = 3.29
- energy relative to the best compared isomer or geometry (same formula, charge and spin) (kJ/mol) = 183.4
- HOMO level (eV) = -13.9

Each line ends with the natural charge from an NBO analysis.
CARTESIAN COORDINATES (ANGSTROEM)
O  -2.308  -1.954  -0.775  -0.70
H  -0.424  -1.239  -1.727  0.46
H  0.191  1.564  -2.591  0.49
H  0.950  -0.369  1.455  0.21
H  0.531  -3.638  -2.196  0.49
H  0.429  1.870  2.511  0.26
H  -0.707  1.373  -3.753  0.49
H  0.759  -1.561  -0.687  0.45
H  -2.777  1.003  3.210  0.49
H  2.438  2.045  0.856  0.13
O  -2.273  1.303  2.445  -0.97
H  -2.160  -1.540  1.294  0.19
H  -0.974  0.744  -0.332  0.23
H  4.525  0.603  0.294  0.48
O  0.738  -3.435  -1.275  -0.98
H  -0.471  -0.053  2.350  0.26
H  3.302  0.897  -0.637  0.47
O  -0.469  0.935  -2.928  -0.98
C  1.397  1.911  0.484  0.48
O  4.098  0.368  -0.531  -0.94
H  -1.862  -2.757  -0.466  0.47
H  -2.462  2.236  2.339  0.49
C  -2.072  -1.072  0.341  -0.09
H  -2.843  -0.297  0.206  0.22
C  -0.002  0.166  1.402  -0.40
C  -0.789  -0.231  0.122  -0.07
H  0.573  0.002  -1.317  0.46
C  0.284  1.688  1.451  -0.53
N  0.091  -0.821  -0.954  -0.70
O  1.298  1.835  -0.723  -0.61
H  -0.543  2.368  1.215  0.24
H  1.534  -3.944  -1.083  0.50

No. 3
C47H49AlF7O | ωB97M-V/def2-TZVPD

## Properties
- HOMO-LUMO gap (eV) = 6.3
- total charge = -1
- E (eV) = -77199.9139
- F_max (eV/A) = 1.05
- energy relative to the best compared isomer or geometry (same formula, charge and spin) (kJ/mol) = 49.6
- HOMO level (eV) = -4.3

Each line ends with the Mulliken charge.
CARTESIAN COORDINATES (ANGSTROEM)
H  1.835  1.110  -0.280  0.51
H  1.675  -1.609  5.764  0.29
H  -9.328  0.371  -6.760  0.41
H  -8.689  -1.091  0.988  0.35
F  -7.382  -0.711  -5.455  -0.28
C  0.889  -2.635  -6.594  -0.38
H  0.182  0.674  -6.567  0.33
H  1.114  -1.286  2.764  0.31
F  -0.147  -2.514  -0.399  -0.19
C  0.177  -4.017  2.870  -0.26
C  -0.404  -3.467  1.736  -0.51
H  2.078  1.559  3.219  -0.41
H  -5.609  1.050  -4.780  0.44
C  2.358  -3.718  1.905  -0.08
H  5.550  3.744  -2.200  0.35
H  2.394  -2.838  -0.064  0.50
C  -4.071  -1.965  -2.883  -0.60
C  1.559  -2.737  -5.384  -0.61
C  3.086  2.825  -0.096  0.24
H  6.725  5.001  7.630  0.35
C  2.642  1.678  -0.722  -0.48
H  5.637  -3.073  4.229  0.27
C  1.845  -1.365  3.576  0.72
H  4.773  1.697  -3.354  0.40
C  -5.384  -1.717  1.012  0.50
C  4.897  4.869  6.516  -0.55
H  1.955  -3.682  -5.035  0.43
C  5.825  -2.006  4.363  -1.13
H  2.006  -4.562  3.846  0.20
H  0.749  -3.516  -7.206  0.37
C  0.414  -3.057  0.703  0.36
C  -2.863  -0.950  -5.138  0.50
H  -6.730  -1.142  -0.544  0.50
C  -8.558  1.065  -6.449  -0.52
H  4.321  1.739  5.212  -0.05
F  -4.328  -1.752  0.177  -0.18
H  -1.140  -0.617  -3.924  0.56
H  2.909  0.377  -2.395  0.50
H  -2.222  -1.507  -1.884  0.57
C  -7.463  0.603  -5.746  0.34
H  3.225  4.869  5.172  0.39
C  1.045  -1.547  4.876  -1.36
H  3.434  -3.803  1.976  0.34
Al  3.045  0.278  3.519  -0.01
H  -5.782  -2.293  -4.139  0.41
C  -7.710  -1.348  1.369  -0.39
C  -4.163  -1.406  -5.225  -0.82
C  3.251  1.275  -1.900  0.00
C  -2.768  -1.489  -2.818  -0.68
C  0.567  -0.277  -6.230  -0.34
H  3.979  -1.738  5.503  -0.11
H  -8.391  -1.616  3.385  0.35
F  -2.259  -0.437  -6.233  -0.29
C  -6.451  1.447  -5.332  -0.11
C  6.270  6.129  4.493  0.46
H  -0.449  -4.345  3.689  0.45
C  4.296  2.018  -2.437  -0.69
F  2.493  3.214  1.037  -0.28
H  6.879  -1.900  4.623  0.36
H  -7.703  4.339  -6.573  0.37
C  4.731  3.167  -1.790  -0.31
H  5.455  -1.885  6.449  0.41
C  -4.766  -1.926  -4.086  -0.47
H  -9.497  2.796  -7.287  0.35
F  2.357  -1.710  -3.436  -0.28
H  -5.754  3.470  -5.325  0.36
C  6.227  5.222  6.695  -0.30
C  -2.155  -0.987  -3.954  -0.18
C  6.925  5.855  5.676  -0.46
H  -4.543  -2.359  -1.997  0.50
H  -0.130  -1.336  -7.958  0.40
C  1.232  -0.370  -5.014  -0.62
F  6.946  6.748  3.499  -0.33
C  4.259  5.153  5.316  -0.30
C  -7.543  -1.645  2.715  -0.57
C  1.787  -3.175  0.765  -0.68
C  -6.623  -1.378  0.507  -0.43
C  -6.285  -1.977  3.201  -0.41
H  0.285  -0.778  5.013  0.36
C  1.556  -4.141  2.956  -0.52
C  3.997  0.697  5.283  -0.01
C  5.029  -1.442  5.540  0.04
C  1.716  -1.604  -4.614  0.76
C  4.124  3.579  -0.610  -0.65
H  -6.152  -2.204  4.250  0.37
H  2.407  -2.284  3.389  -0.62
C  0.396  -1.410  -7.015  -0.56
H  5.659  -1.426  3.460  0.23
H  -4.691  -1.354  -6.168  0.48
O  5.201  -0.048  5.610  -0.47
H  4.447  4.472  -0.091  0.44
H  0.497  -2.501  4.843  0.27
H  1.371  0.492  -4.375  0.51
H  -4.207  -2.279  2.703  0.44
H  4.358  4.369  7.309  0.38
C  -8.642  2.418  -6.743  -0.38
C  -6.541  2.797  -5.637  -0.48
H  -1.477  -3.350  1.651  0.45
H  7.965  6.131  5.792  0.40
C  4.947  5.791  4.295  -0.45
C  -5.194  -2.019  2.346  -0.53
H  4.111  0.243  2.286  -0.41
C  -7.636  3.284  -6.340  -0.50
H  4.467  6.022  3.353  0.41
H  3.295  0.684  6.133  0.22

No. 4
CH2ClPS | ωB97M-V/def2-TZVPD

## Properties
- HOMO-LUMO gap (spin up / spin down) (eV) = 9.0 / 7.1
- total charge = 0
- E (eV) = -33712.5823
- ⟨S²⟩ = 2.01
- F_max (eV/A) = 2.77
- multiplicity = 3
- energy relative to the best compared isomer or geometry (same formula, charge and spin) (kJ/mol) = 110.2
- HOMO level (spin up / spin down) (eV) = -9.1 / -9.1

Each line ends with the Löwdin spin population.
CARTESIAN COORDINATES (ANGSTROEM)
H  1.477  0.878  0.388  0.01
P  -0.449  -0.125  -0.244  0.17
Cl  -0.996  1.742  -0.152  0.03
H  1.837  -1.074  -0.022  0.00
C  1.157  -0.162  0.062  0.04
S  -3.025  -1.258  -0.032  1.76

No. 5
C6H11INO2 | ωB97M-V/def2-TZVPD

## Properties
- HOMO-LUMO gap (spin up / spin down) (eV) = 5.8 / 7.5
- total charge = +1
- E (eV) = -20075.0802
- F_max (eV/A) = 3.35
- energy relative to the best compared isomer or geometry (same formula, charge and spin) (kJ/mol) = 265.3
- HOMO level (spin up / spin down) (eV) = -10.3 / -11.0

Each line ends with the natural charge from an NBO analysis.
CARTESIAN COORDINATES (ANGSTROEM)
H  2.041  2.801  0.331  0.24
C  0.342  1.077  -1.067  -0.35
H  2.375  2.675  2.074  0.23
C  -2.482  -3.064  -0.362  -0.26
C  0.374  0.596  -2.317  -0.38
H  -1.837  -3.939  -0.403  0.23
C  0.725  0.394  0.120  -0.22
H  -2.971  -2.901  -1.319  0.23
H  3.074  1.500  0.939  0.24
H  -3.207  -3.139  0.445  0.22
C  -1.784  -1.008  0.656  1.00
H  0.187  1.816  1.498  0.44
I  1.977  -1.327  0.076  0.17
H  -0.100  2.053  -0.894  0.22
C  2.200  2.112  1.158  -0.43
H  0.804  -0.363  -2.548  0.20
O  -1.570  -1.910  -0.139  -0.45
H  -0.010  1.167  -3.142  0.22
O  -2.314  -0.381  1.484  -0.44
H  1.164  0.610  2.106  0.44
N  1.011  1.233  1.303  -0.55

No. 6
C3H8N2O2 | ωB97M-V/def2-TZVPD

## Properties
- SMILES string = O/N=N\O.C=CC
- HOMO-LUMO gap (eV) = 9.9
- total charge = 0
- E (eV) = -10310.4312
- F_max (eV/A) = 5.75
- energy relative to the best compared isomer or geometry (same formula, charge and spin) (kJ/mol) = 629.2
- HOMO level (eV) = -9.5

Each line ends with the natural charge from an NBO analysis.
CARTESIAN COORDINATES (ANGSTROEM)
H  -2.981  0.330  -0.729  0.22
H  -2.502  2.722  -0.210  0.18
N  2.578  -0.550  -0.508  0.12
H  -2.588  -0.411  0.796  0.22
H  -1.376  -0.879  -0.417  0.22
H  -0.107  0.802  -0.093  0.19
C  -1.141  1.135  0.000  -0.17
H  2.119  -2.057  2.143  0.50
H  -0.820  3.201  0.040  0.20
O  2.503  -2.064  1.204  -0.66
C  -1.478  2.386  -0.051  -0.40
H  2.675  -2.413  -1.259  0.48
O  2.734  -1.436  -1.478  -0.53
N  2.467  -0.705  0.641  0.08
C  -2.084  -0.062  -0.079  -0.66

> What is the total charge in the second record?

+1